The following is a DFT calculation (ωB97M-V/def2-TZVPD) of a molecular structure, C29H20BrN3ORe.

Last column: Löwdin spin population.
Geometry (Å):
Re (-0.486, -0.188, 0.487)  0.889
Br (5.447, -3.234, 4.017)  0.001
C (4.014, -2.660, 2.959)  0.005
C (3.724, -3.342, 1.762)  0.002
C (2.684, -2.959, 0.946)  0.007
C (1.900, -1.867, 1.320)  -0.003
O (0.912, -1.473, 0.525)  0.054
C (2.166, -1.175, 2.518)  0.003
C (1.389, -0.069, 2.931)  0.024
N (0.330, 0.419, 2.324)  0.009
C (-0.319, 1.551, 2.924)  0.002
C (-0.196, 1.998, 4.212)  0.000
C (-0.859, 3.178, 4.619)  -0.003
C (-1.639, 3.888, 3.752)  0.000
C (-1.818, 3.426, 2.425)  0.000
C (-2.612, 4.080, 1.460)  0.021
C (-2.728, 3.553, 0.199)  0.000
C (-2.071, 2.358, -0.106)  0.017
N (-1.322, 1.716, 0.785)  0.012
C (-1.166, 2.245, 2.038)  0.015
C (3.247, -1.588, 3.334)  0.011
H (4.343, -4.184, 1.480)  0.000
H (2.474, -3.484, 0.026)  0.000
H (1.711, 0.438, 3.834)  0.001
H (0.394, 1.468, 4.947)  0.000
H (-0.735, 3.516, 5.638)  0.000
H (-2.133, 4.798, 4.066)  0.000
H (-3.123, 4.996, 1.725)  0.001
H (-3.320, 4.035, -0.565)  0.000
H (-2.151, 1.906, -1.084)  0.000
H (3.454, -1.052, 4.251)  0.000
N (-1.696, -0.830, -0.587)  -0.050
C (-2.728, -1.508, -1.147)  -0.002
C (-4.028, -0.891, -1.138)  -0.003
C (-4.925, -1.126, -2.199)  -0.001
C (-6.162, -0.512, -2.207)  0.000
C (-6.526, 0.316, -1.152)  -0.002
C (-5.650, 0.557, -0.095)  0.000
C (-4.401, -0.025, -0.093)  0.001
C (-2.435, -2.788, -1.713)  -0.004
C (-3.443, -3.773, -1.792)  -0.002
C (-3.154, -5.014, -2.317)  0.000
C (-1.871, -5.281, -2.783)  -0.004
C (-0.863, -4.321, -2.709)  0.000
C (-1.130, -3.087, -2.162)  -0.003
H (-4.619, -1.741, -3.034)  0.000
H (-6.841, -0.670, -3.033)  0.000
H (-7.505, 0.777, -1.151)  0.000
H (-5.957, 1.189, 0.727)  0.000
H (-3.730, 0.130, 0.741)  0.002
H (-4.426, -3.567, -1.389)  0.000
H (-3.918, -5.778, -2.359)  0.000
H (-1.650, -6.253, -3.205)  0.000
H (0.124, -4.543, -3.090)  0.000
H (-0.361, -2.329, -2.120)  0.000

LUMO energy (spin up / spin down) = -8.1668 / -7.9566 eV
charge = +2
highest occupied orbital energy (spin up / spin down) = -13.629 / -13.769 eV
<S²> = 0.767
frontier orbital gap (spin up / spin down) = 5.462 / 5.813 eV
2S+1 = 2



The following is a DFT calculation (ωB97M-V/def2-TZVPD) of a molecular structure, C29H20ClCoN3O.

Last column: Löwdin spin population.
Geometry (Å):
Co (1.679, -0.451, 0.399)  1.097
Cl (1.777, 2.557, -6.120)  0.001
C (1.976, 1.642, -4.655)  0.003
C (2.841, 0.541, -4.638)  -0.001
C (3.002, -0.193, -3.492)  0.001
C (2.309, 0.126, -2.301)  -0.002
O (2.495, -0.629, -1.255)  0.000
C (1.447, 1.252, -2.332)  0.002
C (0.684, 1.695, -1.198)  0.002
N (0.707, 1.157, -0.034)  0.011
C (-0.184, 1.583, 1.016)  0.070
C (-0.629, 2.971, 1.157)  0.165
C (-1.030, 3.391, 2.383)  0.016
C (-0.920, 2.600, 3.561)  0.203
C (-0.296, 1.363, 3.557)  -0.002
C (0.079, 0.631, 4.687)  0.166
C (0.937, -0.464, 4.560)  0.027
C (1.506, -0.741, 3.330)  0.147
N (1.193, -0.085, 2.202)  0.082
C (0.060, 0.765, 2.248)  0.017
C (1.294, 1.989, -3.524)  -0.001
H (3.379, 0.276, -5.539)  0.000
H (3.665, -1.047, -3.469)  0.000
H (0.038, 2.555, -1.366)  0.000
H (-0.634, 3.642, 0.310)  0.011
H (-1.404, 4.403, 2.488)  -0.004
H (-1.231, 3.025, 4.507)  0.010
H (-0.234, 0.974, 5.666)  0.008
H (1.265, -1.019, 5.428)  -0.002
H (2.298, -1.476, 3.243)  0.008
H (0.623, 2.839, -3.537)  0.000
N (-1.131, 0.476, 1.388)  0.134
C (-1.224, -0.595, 0.497)  0.361
C (-1.906, -0.372, -0.743)  0.018
C (-2.424, 0.904, -1.052)  0.088
C (-3.040, 1.148, -2.265)  -0.008
C (-3.179, 0.135, -3.207)  0.102
C (-2.720, -1.142, -2.900)  -0.007
C (-2.105, -1.398, -1.690)  0.085
C (-0.576, -1.857, 0.859)  0.045
C (0.343, -2.476, -0.010)  0.039
C (1.098, -3.568, 0.421)  0.000
C (0.913, -4.089, 1.690)  0.045
C (-0.030, -3.510, 2.538)  0.004
C (-0.752, -2.403, 2.137)  0.043
H (-2.357, 1.695, -0.317)  0.009
H (-3.428, 2.137, -2.474)  -0.003
H (-3.655, 0.331, -4.158)  0.006
H (-2.852, -1.949, -3.609)  -0.003
H (-1.788, -2.408, -1.465)  0.004
H (0.444, -2.129, -1.032)  0.001
H (1.812, -4.017, -0.258)  -0.001
H (1.491, -4.942, 2.019)  0.003
H (-0.183, -3.913, 3.531)  0.000
H (-1.446, -1.929, 2.820)  0.001

LUMO energy (spin up / spin down) = -0.4003 / -0.7444 eV
highest occupied orbital energy (spin up / spin down) = -5.877 / -7.647 eV
<S²> = 4.054
frontier orbital gap (spin up / spin down) = 5.476 / 6.903 eV
2S+1 = 4